19
Properties=species:S:1:pos:R:3 method="wB97M-V/def2-TZVPD" fmax_ev_per_a=2.67 homo_ev="-7.57 / -7.85" smiles="[H]/N=C/C(N)(N)C(N)=C=C" relative_energy_kcal_mol=116.2
H 1.96072 2.53594 0.94944
N 1.34241 2.14934 0.23004
C 0.73418 1.09068 0.69634
C -0.66149 0.60897 0.05834
N -1.00546 1.44260 -1.06549
N -1.75632 0.76830 0.97650
C -0.31778 -0.82047 -0.31137
N -1.25785 -1.83179 -0.26438
C 0.98732 -1.06078 -0.24383
C 2.13182 -1.69541 -0.33107
H 0.91680 0.75675 1.73136
H -0.17315 1.50805 -1.65291
H -1.07704 2.38544 -0.67712
H -1.84800 -0.09260 1.51256
H -2.59830 0.80849 0.40628
H -1.76147 -1.88544 -1.14873
H -0.85463 -2.74511 -0.07742
H 2.17585 -2.77879 -0.37974
H 3.06240 -1.14418 -0.40882

11
Properties=species:S:1:pos:R:3 method="wB97M-V/def2-TZVPD" fmax_ev_per_a=4.84 homo_ev="-7.67 / -7.91" relative_energy_kcal_mol=87.9
C -0.71229 1.08710 0.32847
N -1.61590 0.12471 0.20316
N 0.54833 0.98826 -0.10128
N -1.37020 -1.03404 -0.36336
N 1.39062 -0.08234 -0.11533
N 0.94819 -1.15431 0.55313
H -1.03279 1.97546 0.73129
H 1.12078 1.89651 -0.04522
H -2.34563 -1.53294 -0.34764
H 1.60718 -0.24965 -1.04387
H 1.46171 -2.01875 0.20066

16
Properties=species:S:1:pos:R:3 method="wB97M-V/def2-TZVPD" fmax_ev_per_a=7.71 homo_ev=-8.54 smiles="CN(CC=O)NC=S" relative_energy_kcal_mol=113.6
C 1.83552 -0.06205 -0.95077
N 0.89315 -0.33870 0.18959
C 1.23552 0.09800 1.49485
C 1.72830 1.68955 1.39470
O 1.18228 2.28899 0.39594
N -0.43851 0.02820 -0.01081
C -1.20376 -1.12654 -0.46736
S -2.76074 -1.23154 -0.92071
H 2.01816 0.95302 -1.21722
H 1.23257 -0.50507 -1.89181
H 2.76303 -0.53139 -0.67568
H 0.32106 -0.22991 2.03447
H 2.11067 -0.75783 1.94900
H 2.74891 2.22981 1.98626
H -0.72146 0.92198 -0.15020
H -0.51523 -2.10819 -0.55101

61
Properties=species:S:1:pos:R:3 method="wB97M-V/def2-TZVPD" fmax_ev_per_a=1.63 homo_ev=-3.65 relative_energy_kcal_mol=30.7 charge=-1
Tl 0.71649 0.51294 -0.49767
S 2.86959 0.56114 -1.30787
C 3.42969 0.37004 1.78853
N 4.54959 0.86974 1.78073
N 5.74269 0.49734 1.23323
C 6.06219 -0.59726 0.47653
C 5.29449 -1.76386 0.43223
C 5.73809 -2.85846 -0.28157
C 6.94949 -2.82926 -0.95587
C 7.71189 -1.67226 -0.92827
C 7.27959 -0.57296 -0.22117
N 2.37969 0.04364 2.30423
N 1.08839 0.15614 1.88453
C 0.16899 0.19694 2.87773
C 0.47869 0.17354 4.25133
C -0.51651 0.28084 5.19883
C -1.84941 0.40164 4.83233
C -2.17511 0.40994 3.48203
C -1.18841 0.31304 2.53163
H 6.30209 1.32284 1.06953
H 4.34289 -1.79886 0.93823
H 5.13039 -3.75146 -0.31977
H 7.29349 -3.69376 -1.50547
H 8.64609 -1.62706 -1.47237
H 7.88079 0.32724 -0.21337
H 1.51379 0.08284 4.54403
H -0.25171 0.28374 6.25113
H -2.61701 0.49584 5.58903
H -3.20971 0.50134 3.17193
H -1.42861 0.34254 1.47713
C -1.68571 0.42674 -3.60657
Si -1.92191 0.42114 -1.68847
C -2.82561 -1.29056 -1.31337
C -3.92151 -1.59206 -2.33497
C -3.45331 -1.35266 0.07843
C -1.76661 -2.39406 -1.38987
C -2.82801 2.13014 -1.30617
C -1.77621 3.24044 -1.38387
C -3.93081 2.43484 -2.32017
C -3.44071 2.17764 0.09223
H -2.63371 0.43084 -4.13857
H -1.12421 -0.44616 -3.92587
H -1.11931 1.29874 -3.92037
H -4.67861 -0.81036 -2.33057
H -4.40771 -2.53816 -2.08837
H -3.51691 -1.67656 -3.33997
H -4.26731 -0.63946 0.17193
H -2.72141 -1.14406 0.85053
H -3.85851 -2.34696 0.26373
H -1.31361 -2.44576 -2.37807
H -2.21201 -3.36636 -1.16997
H -0.97281 -2.20966 -0.66277
H -1.33111 3.30254 -2.37487
H -0.97321 3.05714 -0.66447
H -2.22371 4.20864 -1.15067
H -3.53041 2.51954 -3.32697
H -4.41491 3.38114 -2.07077
H -4.68941 1.65484 -2.31437
H -2.69461 1.96944 0.85173
H -4.24501 1.45474 0.19003
H -3.85391 3.16644 0.29013

15
Properties=species:S:1:pos:R:3 method="wB97M-V/def2-TZVPD" fmax_ev_per_a=0.72 homo_ev=-7.50 relative_energy_kcal_mol=112.5
C -2.13520 -0.51771 -1.02076
C -1.60117 -0.00705 0.29006
C 0.26727 -0.35844 0.33072
O -0.06274 0.75160 -0.26548
N 1.54060 -0.37294 0.78191
C 2.49522 0.64544 0.35810
H -1.66198 -1.46653 -1.28380
H -3.21862 -0.66950 -0.94188
H -1.93279 0.20497 -1.81332
H -1.98029 0.98581 0.55200
H -1.82270 -0.68219 1.12177
H 1.89462 -1.24123 1.15099
H 2.63403 0.62010 -0.72972
H 2.12825 1.63880 0.62322
H 3.45548 0.46888 0.84621

33
Properties=species:S:1:pos:R:3 method="wB97M-V/def2-TZVPD" fmax_ev_per_a=6.79 homo_ev=-3.53 charge=-1
Na 2.42258 0.19464 0.81149
Na -1.26554 -1.34261 2.61603
Na 1.07171 2.65765 -1.50963
C -0.30737 0.03450 0.17127
O -0.33858 -1.17488 0.34349
O -0.68313 0.77576 1.05612
O 0.31333 0.44329 -0.83457
S 4.10498 1.64576 -1.61039
O 4.11303 0.34005 -2.30012
O 5.32913 1.61397 -0.81463
O 4.10809 2.74567 -2.55451
O 2.95734 1.82173 -0.73051
O -2.48993 -1.62795 -1.45387
H -1.89562 -1.81207 -0.72647
H -1.96632 -1.11191 -2.06686
O -0.61996 -3.67327 2.07621
H -0.72038 -3.10067 1.31577
H -0.88419 -4.53799 1.76207
O -1.05064 -0.10288 -3.26805
H -0.53298 0.21776 -2.52950
H -0.45969 -0.69138 -3.73781
O 0.55289 -3.30033 -1.12160
H -0.14859 -3.69197 -1.64196
H 0.21178 -2.44352 -0.86518
O -3.35627 1.29712 0.82108
H -2.40275 1.21584 0.84164
H -3.67302 0.52693 1.29301
O -0.88655 1.33337 3.85824
H -0.28085 0.64099 4.12277
H -1.00866 1.19924 2.91838
O -0.22161 3.66237 1.23435
H 0.56241 3.37812 1.70419
H -0.55455 2.86656 0.81955

50
Properties=species:S:1:pos:R:3 method="wB97M-V/def2-TZVPD" fmax_ev_per_a=1.97 homo_ev="-3.70 / -5.88" relative_energy_kcal_mol=0.0
C -0.38917 0.16186 -2.13101
C -1.18256 1.18642 -1.53404
C -0.31866 2.22082 -1.06301
C 1.02956 1.86592 -1.39598
C 1.02065 0.59344 -2.04552
Sc 0.34125 -0.05975 0.12499
P -0.00959 -2.71180 0.18838
H -0.75218 -0.72002 -2.65230
H -2.27094 1.21646 -1.51983
H -0.63760 3.14086 -0.58683
H 1.86783 0.07368 -2.48275
H 1.90946 2.48105 -1.21661
H 1.04895 -3.55999 -0.27042
H -1.08559 -3.44700 -0.39944
H -0.11464 -3.27113 1.49848
O 0.41055 0.01144 2.03645
P -0.22523 0.22692 3.45281
C -0.98842 1.84964 3.45452
C -0.60240 2.82226 4.39751
C -1.18686 4.08950 4.37649
C -2.14145 4.41426 3.40642
C -2.50905 3.45543 2.45312
C -1.93699 2.18619 2.47137
C -1.37341 -1.13192 3.67660
C -2.47954 -1.24914 2.81633
C -3.28879 -2.38202 2.87278
C -3.02370 -3.39684 3.79329
C -1.92561 -3.28545 4.65173
C -1.08898 -2.16694 4.58243
C 1.09175 0.12587 4.64963
C 0.79152 0.19331 6.02743
C 1.81186 0.08176 6.97296
C 3.13365 -0.09799 6.56369
C 3.43547 -0.15988 5.19731
C 2.42400 -0.04148 4.24170
H 0.14718 2.57917 5.15102
H -0.89110 4.82988 5.12290
H -2.59373 5.40528 3.39061
H -3.25061 3.70068 1.68890
H -2.23495 1.45665 1.71303
H -2.69683 -0.46499 2.09268
H -4.13054 -2.47417 2.18161
H -3.66566 -4.27953 3.83932
H -1.70616 -4.07290 5.37197
H -0.21548 -2.10053 5.23013
H -0.23980 0.33038 6.35748
H 1.56054 0.13390 8.03575
H 3.92814 -0.19029 7.30553
H 4.46646 -0.30287 4.87544
H 2.67010 -0.08429 3.17894

29
Properties=species:S:1:pos:R:3 method="wB97M-V/def2-TZVPD" fmax_ev_per_a=1.37 homo_ev=-7.93 smiles="CC(=O)Nc1nc2c(s1)CCc1ccccc1-2" relative_energy_kcal_mol=0.0
C 2.92824 2.71919 0.94953
C 2.67262 2.53508 2.41366
O 3.26740 3.11903 3.28861
N 1.68828 1.63590 2.79133
C 0.85955 0.82966 2.06670
N 0.77329 0.72390 0.79243
C -0.17480 -0.18289 0.41813
C -0.84024 -0.79611 1.44146
S -0.25599 -0.22203 2.96754
C -1.87084 -1.84593 1.22384
C -2.58982 -1.55583 -0.09733
C -1.63169 -1.25733 -1.22117
C -1.91125 -1.62759 -2.52524
C -1.05374 -1.28470 -3.55925
C 0.09441 -0.55677 -3.29757
C 0.39105 -0.17964 -2.00108
C -0.46406 -0.52703 -0.96185
H 2.30562 2.06583 0.35002
H 2.73355 3.75918 0.69458
H 3.98173 2.52706 0.75645
H 1.58038 1.57011 3.79802
H -1.38202 -2.82658 1.17657
H -2.58473 -1.87049 2.04865
H -3.23292 -0.67814 0.03663
H -3.23065 -2.39782 -0.36274
H -2.81032 -2.18872 -2.73791
H -1.28628 -1.58512 -4.57013
H 0.75928 -0.28494 -4.10394
H 1.28396 0.38270 -1.77593